24
Properties=species:S:1:pos:R:3:forces:R:3 method="wB97M-V/def2-TZVPD" largest_force_ev_per_a=5.648 homo_lumo_gap_ev=7.646 e_lumo_ev=0.4
C 1.121 1.369 -0.941 1.76 0.51 -0.39
C 1.370 1.704 0.334 -0.70 0.72 -0.23
C -0.239 0.744 1.980 0.20 -0.40 0.54
C 2.130 0.204 1.977 -0.16 -1.66 0.41
C -0.060 -2.774 -1.117 1.29 0.47 -0.98
C -2.332 -0.762 -1.788 1.38 -3.94 -0.50
C -1.318 1.540 1.303 1.95 -0.95 -1.70
N 0.581 0.207 -1.227 -3.33 -4.45 -0.98
N 0.942 0.851 1.455 1.18 1.07 -1.40
Si -0.516 -1.014 -1.240 0.62 2.66 -0.42
H 1.569 1.888 -1.848 -0.63 -0.03 1.49
H 1.852 2.634 0.543 0.23 0.36 0.45
H 2.736 -0.346 1.249 -0.05 0.94 -0.61
H 2.711 0.872 2.580 0.47 0.47 0.08
H 1.853 -0.636 2.583 -0.67 -0.16 0.93
H -0.782 -3.450 -1.453 -1.66 -0.70 -0.73
H 0.777 -2.932 -1.830 0.10 -0.02 1.01
H 0.086 -3.069 -0.105 0.94 -0.14 0.82
H -2.213 -0.284 -2.710 0.04 0.75 -1.73
H -2.922 -1.757 -1.972 1.05 1.98 0.68
H -2.765 -0.075 -1.172 -1.64 1.57 1.84
H -2.137 0.854 1.329 -1.13 0.29 0.06
H -1.432 2.458 1.827 -0.64 0.68 0.61
H -1.011 1.775 0.245 -0.61 0.01 0.77